# 1
Computed, not measured: a molecular structure, C37H94F6LiO23 at a distorted geometry, with ωB97M-V with the def2-TZVPD basis set.

The geometry in ORCA input format:
```
! RIJCOSX wB97M-V def2-TZVPD def2/J DEFGRID3
* xyz -1 1
Li -2.32 -1.92 1.74
C 0.91 -2.58 5.01
O 0.07 -1.61 5.66
O 0.00 -3.53 4.50
C 1.92 -2.01 4.03
F 2.49 -1.01 4.66
F 2.82 -2.80 3.53
F 1.34 -1.50 2.98
C 0.56 -0.91 6.89
C -0.61 -0.06 7.42
H -0.25 0.68 8.14
H -1.03 0.59 6.65
H -1.37 -0.55 8.04
H 1.40 -0.28 6.58
H 0.86 -1.58 7.70
H 1.47 -3.10 5.79
C -0.36 -2.54 -0.15
O -0.96 -1.30 -0.04
O -0.98 -3.42 0.79
C -0.14 -3.05 -1.63
F 0.53 -4.17 -1.62
F -1.28 -3.33 -2.31
F 0.47 -2.13 -2.38
C -0.46 -0.20 -0.76
C -1.04 1.13 -0.21
H -0.90 1.24 0.87
H -0.47 1.91 -0.71
H -2.10 1.25 -0.39
H -0.70 -0.34 -1.81
H 0.63 -0.14 -0.84
H 0.65 -2.38 0.23
C 1.47 6.01 -2.75
O 1.22 4.72 -3.47
C -0.08 4.15 -3.46
C -0.15 2.61 -3.76
O 0.36 2.31 -5.05
C 0.25 1.01 -5.44
H 0.54 6.58 -2.82
H 2.32 6.60 -3.09
H 1.64 5.76 -1.70
H -0.76 4.62 -4.17
H -0.48 4.22 -2.45
H -1.16 2.21 -3.71
H 0.41 2.15 -2.95
H -0.74 0.54 -5.50
H 0.92 0.35 -4.90
H 0.78 1.02 -6.40
C 3.40 1.00 1.14
O 3.41 0.83 -0.26
C 3.32 1.97 -1.07
C 4.15 3.24 -0.68
O 4.09 3.77 0.61
C 2.93 4.56 0.87
H 4.30 1.35 1.63
H 3.06 0.09 1.64
H 2.54 1.63 1.37
H 2.30 2.32 -0.93
H 3.31 1.72 -2.13
H 3.99 4.00 -1.45
H 5.17 2.91 -0.84
H 3.08 5.45 0.26
H 2.84 4.86 1.91
H 2.05 3.93 0.74
C -8.36 -2.46 -1.14
O -7.66 -1.26 -1.26
C -6.23 -1.37 -1.56
C -5.76 0.03 -2.15
O -4.40 0.28 -1.78
C -3.45 -0.63 -2.46
H -8.53 -2.92 -2.11
H -9.33 -2.33 -0.66
H -7.78 -3.18 -0.57
H -5.99 -2.05 -2.38
H -5.68 -1.70 -0.68
H -6.44 0.83 -1.86
H -5.81 0.02 -3.24
H -3.84 -1.21 -3.30
H -2.91 -1.24 -1.74
H -2.68 -0.07 -2.99
C 3.75 -1.59 -3.79
O 4.63 -0.51 -4.06
C 5.87 -0.46 -3.27
C 6.70 0.81 -3.57
O 5.96 1.99 -3.14
C 5.07 2.53 -4.11
H 4.24 -2.56 -3.87
H 3.00 -1.69 -4.57
H 3.31 -1.47 -2.80
H 6.43 -1.39 -3.37
H 5.75 -0.42 -2.18
H 6.84 0.92 -4.65
H 7.72 0.68 -3.22
H 4.58 3.42 -3.70
H 4.34 1.77 -4.36
H 5.52 2.70 -5.09
C -0.50 5.41 1.93
O -1.12 5.30 0.62
C -2.22 4.43 0.53
C -3.49 4.90 1.29
O -4.60 4.09 1.09
C -5.21 3.97 -0.13
H 0.06 4.49 2.08
H -1.19 5.49 2.77
H 0.26 6.18 2.03
H -1.96 3.45 0.94
H -2.41 4.17 -0.51
H -3.85 5.87 0.92
H -3.27 5.05 2.34
H -6.24 3.66 0.07
H -4.71 3.18 -0.70
H -5.38 4.84 -0.76
C 3.73 4.55 4.69
O 3.54 3.98 5.97
C 2.09 3.88 6.28
C 1.37 2.69 5.55
O 1.14 2.84 4.16
C 0.53 1.75 3.57
H 3.53 3.75 3.97
H 4.77 4.89 4.67
H 3.17 5.48 4.60
H 1.55 4.81 6.08
H 1.86 3.71 7.33
H 0.38 2.55 5.98
H 1.98 1.84 5.86
H -0.34 1.44 4.14
H 1.27 0.96 3.41
H 0.23 2.01 2.56
C 0.59 -8.79 0.06
O 1.23 -7.68 -0.54
C 1.47 -7.73 -1.90
C 0.17 -7.77 -2.78
O -0.55 -6.68 -2.36
C -1.55 -6.28 -3.29
H -0.42 -8.68 -0.34
H 0.63 -8.83 1.15
H 0.94 -9.77 -0.27
H 2.17 -8.51 -2.21
H 2.01 -6.80 -2.10
H -0.50 -8.63 -2.67
H 0.48 -7.63 -3.82
H -2.34 -7.03 -3.32
H -1.07 -6.20 -4.27
H -2.08 -5.41 -2.89
O 0.66 -5.72 1.05
H 0.78 -6.34 0.33
H 0.54 -4.87 0.62
O -4.11 -5.03 -0.64
H -4.31 -5.08 0.30
H -3.52 -4.28 -0.72
O -1.51 -0.52 3.16
H -0.64 -0.85 3.37
H -2.08 -0.88 3.84
O 2.13 -4.68 -3.85
H 1.32 -4.73 -3.35
H 1.94 -4.08 -4.57
C -4.79 -0.02 1.75
O -3.80 -0.69 0.88
H -4.81 -0.37 2.78
H -4.58 1.04 1.91
H -5.83 -0.06 1.42
H -3.97 -0.39 -0.01
*
```

Orbital gap: 5.33 eV
LUMO: 1.893 eV
Molecular weight: 1028.07 g mol⁻¹
Largest force on an atom: 6.18 eV Å⁻¹
DFT total energy: -103484.3924 eV

These are the Mulliken partial charges, in e, on atoms 1 to 99: number 1, Li, carries 0.711; number 2, C, carries -0.573; number 3, O, carries -0.063; number 4, O, carries -0.890; number 5, C, carries 0.964; number 6, F, carries -0.302; number 7, F, carries -0.288; number 8, F, carries 0.085; number 9, C, carries -0.062; number 10, C, carries -1.232; number 11, H, carries 0.407; number 12, H, carries 0.186; number 13, H, carries 0.360; number 14, H, carries 0.130; number 15, H, carries 0.341; number 16, H, carries 0.243; number 17, C, carries 0.124; number 18, O, carries 0.418; number 19, O, carries -1.049; number 20, C, carries 0.390; number 21, F, carries 0.023; number 22, F, carries -0.275; number 23, F, carries -0.152; number 24, C, carries -1.044; number 25, C, carries -0.187; number 26, H, carries -0.326; number 27, H, carries 0.304; number 28, H, carries 0.076; number 29, H, carries 0.165; number 30, H, carries 0.492; number 31, H, carries 0.352; number 32, C, carries -0.640; number 33, O, carries -0.285; number 34, C, carries -0.206; number 35, C, carries 0.309; number 36, O, carries -0.424; number 37, C, carries -0.673; number 38, H, carries 0.380; number 39, H, carries 0.270; number 40, H, carries 0.112; number 41, H, carries 0.311; number 42, H, carries 0.061; number 43, H, carries 0.225; number 44, H, carries -0.219; number 45, H, carries 0.309; number 46, H, carries 0.178; number 47, H, carries 0.344; number 48, C, carries -0.401; number 49, O, carries -0.442; number 50, C, carries 1.224; number 51, C, carries -0.775; number 52, O, carries -0.402; number 53, C, carries -0.344; number 54, H, carries 0.350; number 55, H, carries 0.351; number 56, H, carries -0.163; number 57, H, carries -0.764; number 58, H, carries 0.145; number 59, H, carries 0.457; number 60, H, carries 0.167; number 61, H, carries 0.449; number 62, H, carries -0.071; number 63, H, carries 0.135; number 64, C, carries -0.736; number 65, O, carries -0.392; number 66, C, carries -0.234; number 67, C, carries -0.741; number 68, O, carries -0.245; number 69, C, carries -0.336; number 70, H, carries 0.296; number 71, H, carries 0.258; number 72, H, carries 0.298; number 73, H, carries 0.379; number 74, H, carries 0.250; number 75, H, carries 0.430; number 76, H, carries 0.361; number 77, H, carries 0.490; number 78, H, carries 0.115; number 79, H, carries -0.056; number 80, C, carries -0.758; number 81, O, carries -0.356; number 82, C, carries -0.365; number 83, C, carries -0.642; number 84, O, carries -0.266; number 85, C, carries -0.671; number 86, H, carries 0.419; number 87, H, carries 0.195; number 88, H, carries 0.283; number 89, H, carries 0.524; number 90, H, carries 0.198; number 91, H, carries 0.316; number 92, H, carries 0.366; number 93, H, carries 0.160; number 94, H, carries 0.253; number 95, H, carries 0.387; number 96, C, carries -0.303; number 97, O, carries -0.408; number 98, C, carries 0.270; number 99, C, carries -0.558

# 2
Computed, not measured: 12 unconnected molecules or ions with the total composition C37H97F6NO44P9S4 at a distorted geometry, with ωB97M-V with the def2-TZVPD basis set.

The geometry in ORCA input format:
```
! RIJCOSX wB97M-V def2-TZVPD def2/J DEFGRID3
* xyz 0 2
C 1.46 0.36 -0.30
F 2.36 -0.53 -0.14
F 1.87 1.64 -0.03
F 1.00 0.45 -1.56
S -0.10 -0.02 0.90
O 0.21 0.60 2.19
O -1.20 0.52 0.13
N -0.29 -1.75 0.88
S -1.70 -1.90 1.42
O -2.25 -1.00 2.46
O -2.67 -2.20 0.31
C -1.59 -3.64 2.16
F -0.83 -3.71 3.23
F -2.83 -4.10 2.58
F -1.11 -4.48 1.27
C -4.81 -8.19 -0.11
O -4.07 -7.38 -0.98
P -4.80 -6.99 -2.34
O -6.27 -6.76 -2.24
O -3.96 -5.66 -2.79
C -4.07 -4.42 -2.09
O -4.42 -8.23 -3.38
C -4.98 -8.17 -4.75
H -4.31 -9.14 0.07
H -5.77 -8.45 -0.55
H -4.81 -7.56 0.78
H -4.08 -3.60 -2.81
H -3.27 -4.28 -1.37
H -4.92 -4.45 -1.41
H -5.23 -9.14 -5.17
H -4.28 -7.84 -5.52
H -5.84 -7.52 -4.61
C -1.66 0.60 -4.00
O -1.74 0.21 -5.33
P -0.44 0.24 -6.37
O -0.84 -0.32 -7.73
O 0.00 1.84 -6.36
C 1.18 2.18 -6.97
O 0.71 -0.55 -5.54
C 1.98 -1.01 -6.08
H -2.48 1.11 -3.51
H -0.74 1.14 -3.76
H -1.58 -0.29 -3.37
H 1.36 2.01 -8.03
H 2.05 1.69 -6.53
H 1.50 3.20 -6.78
H 2.17 -0.42 -6.98
H 1.94 -2.05 -6.39
H 2.72 -0.75 -5.32
C 4.63 4.50 -6.04
O 3.36 4.62 -5.42
P 3.36 5.15 -3.87
O 4.44 4.64 -2.95
O 1.86 4.57 -3.49
C 1.58 3.15 -3.40
O 3.22 6.76 -4.00
C 4.29 7.61 -4.02
H 5.17 5.42 -5.83
H 4.64 4.46 -7.13
H 5.17 3.59 -5.76
H 2.00 2.70 -2.50
H 1.96 2.58 -4.25
H 0.50 3.04 -3.47
H 5.17 7.15 -3.57
H 4.02 8.49 -3.43
H 4.40 7.88 -5.06
C 4.54 -8.11 3.99
O 3.20 -7.83 3.84
P 2.50 -6.35 3.57
O 2.89 -5.37 4.64
O 0.86 -6.64 3.60
C 0.08 -6.56 4.75
O 2.87 -5.90 2.04
C 2.34 -4.68 1.48
H 4.72 -9.09 3.57
H 4.89 -8.29 5.01
H 5.24 -7.44 3.49
H 0.76 -6.91 5.52
H -0.75 -7.27 4.75
H -0.17 -5.52 4.97
H 2.04 -4.02 2.29
H 1.38 -4.76 0.98
H 3.13 -4.29 0.84
C -5.03 -0.82 -0.60
O -5.75 0.35 -1.03
P -7.26 0.23 -1.64
O -7.97 1.51 -1.95
O -7.07 -0.62 -3.05
C -8.34 -0.86 -3.62
O -7.99 -0.83 -0.65
C -8.62 -0.40 0.59
H -4.58 -0.64 0.37
H -4.15 -0.84 -1.25
H -5.63 -1.73 -0.68
H -8.89 0.04 -3.88
H -8.88 -1.49 -2.91
H -8.16 -1.38 -4.56
H -9.52 -1.01 0.65
H -9.14 0.56 0.56
H -8.19 -0.59 1.57
C 4.60 1.47 5.75
O 3.74 0.37 5.32
P 2.38 0.01 6.21
O 1.80 1.09 7.13
O 1.43 -0.56 4.98
C 2.01 -1.35 4.01
O 2.88 -1.43 6.85
C 1.93 -2.36 7.33
H 4.40 1.81 6.76
H 4.61 2.36 5.12
H 5.63 1.17 5.94
H 1.44 -1.17 3.10
H 1.87 -2.42 4.18
H 3.07 -1.20 3.83
H 2.40 -3.15 7.92
H 1.24 -2.78 6.60
H 1.35 -1.84 8.10
C -3.20 4.43 7.53
O -2.25 4.00 6.49
P -0.56 4.07 6.78
O -0.14 2.96 7.65
O -0.04 4.05 5.31
C 0.31 2.82 4.74
O -0.29 5.59 7.32
C -0.57 6.67 6.41
H -4.06 3.76 7.59
H -3.66 5.39 7.30
H -2.70 4.42 8.50
H 1.39 2.69 4.70
H 0.14 2.74 3.66
H -0.11 1.94 5.22
H 0.31 7.20 6.04
H -1.27 7.39 6.84
H -1.19 6.32 5.59
C 4.55 -1.06 -2.64
O 5.86 -0.98 -3.19
P 6.66 0.37 -3.63
O 5.95 1.15 -4.67
O 6.92 1.13 -2.28
C 6.01 1.97 -1.60
O 8.13 -0.24 -4.06
C 8.85 0.15 -5.19
H 4.17 -0.16 -2.16
H 4.60 -1.69 -1.74
H 3.88 -1.54 -3.35
H 4.99 1.71 -1.29
H 5.88 2.88 -2.19
H 6.64 2.31 -0.78
H 9.85 -0.28 -5.15
H 8.87 1.24 -5.14
H 8.46 -0.25 -6.13
C 1.35 7.24 -0.96
O 1.77 6.86 0.37
P 2.61 5.50 0.70
O 3.01 5.24 2.15
O 1.64 4.25 0.20
C 0.32 4.20 0.68
O 3.76 5.52 -0.41
C 5.05 5.85 0.05
H 2.15 6.77 -1.53
H 1.61 8.30 -1.07
H 0.41 6.96 -1.41
H -0.15 4.76 -0.13
H 0.17 4.90 1.51
H -0.20 3.25 0.78
H 5.70 6.27 -0.72
H 5.63 4.95 0.27
H 5.14 6.48 0.93
C -4.89 2.44 1.82
C -4.10 1.72 2.99
C -3.92 2.77 4.11
S -5.47 3.74 4.28
O -5.13 5.18 4.29
O -6.42 3.28 5.27
C -5.99 3.23 2.57
H -5.36 1.70 1.17
H -4.24 3.08 1.22
H -3.16 1.46 2.50
H -4.65 0.90 3.45
H -3.20 3.42 3.62
H -3.76 2.51 5.15
H -6.09 4.19 2.06
H -6.84 2.57 2.66
C -0.40 -2.51 -2.04
C -0.67 -2.85 -3.54
C -0.52 -4.32 -3.69
S 0.95 -4.80 -2.56
O 2.22 -4.89 -3.26
O 0.40 -5.82 -1.66
C 0.89 -3.19 -1.68
H -1.31 -2.93 -1.61
H -0.46 -1.44 -1.85
H 0.06 -2.19 -4.02
H -1.65 -2.53 -3.89
H -0.44 -4.68 -4.71
H -1.32 -4.86 -3.19
H 1.61 -2.51 -2.13
H 1.02 -3.21 -0.60
*
```

Orbital gap (spin up / spin down): 8.60 / 3.34 eV
LUMO (spin up / spin down): -1.238 / -6.496 eV
Molecular weight: 1781.17 g mol⁻¹
Expectation value of S²: 0.76
Largest force on an atom: 7.53 eV Å⁻¹
DFT total energy: -274773.3041 eV

These are the Mulliken partial charges, in e, on atoms 1 to 99: number 1, C, carries 0.115; number 2, F, carries -0.072; number 3, F, carries -0.243; number 4, F, carries 0.080; number 5, S, carries -0.480; number 6, O, carries 0.335; number 7, O, carries -0.245; number 8, N, carries 0.754; number 9, S, carries 0.394; number 10, O, carries -0.340; number 11, O, carries -0.110; number 12, C, carries 0.331; number 13, F, carries -0.103; number 14, F, carries -0.221; number 15, F, carries -0.148; number 16, C, carries -0.710; number 17, O, carries -0.186; number 18, P, carries 0.809; number 19, O, carries -0.697; number 20, O, carries -0.148; number 21, C, carries -0.910; number 22, O, carries -0.365; number 23, C, carries -0.655; number 24, H, carries 0.257; number 25, H, carries 0.357; number 26, H, carries 0.219; number 27, H, carries 0.385; number 28, H, carries 0.234; number 29, H, carries 0.513; number 30, H, carries 0.255; number 31, H, carries 0.248; number 32, H, carries 0.336; number 33, C, carries 0.693; number 34, O, carries -0.358; number 35, P, carries 0.599; number 36, O, carries -0.757; number 37, O, carries -0.209; number 38, C, carries -0.687; number 39, O, carries 0.286; number 40, C, carries -0.876; number 41, H, carries 0.487; number 42, H, carries -0.374; number 43, H, carries -0.552; number 44, H, carries 0.409; number 45, H, carries 0.110; number 46, H, carries 0.293; number 47, H, carries 0.524; number 48, H, carries 0.231; number 49, H, carries 0.178; number 50, C, carries -0.659; number 51, O, carries -0.118; number 52, P, carries 0.771; number 53, O, carries -0.294; number 54, O, carries -0.397; number 55, C, carries -0.570; number 56, O, carries -0.293; number 57, C, carries -0.840; number 58, H, carries 0.290; number 59, H, carries 0.273; number 60, H, carries 0.231; number 61, H, carries 0.264; number 62, H, carries 0.207; number 63, H, carries 0.168; number 64, H, carries 0.387; number 65, H, carries 0.245; number 66, H, carries 0.291; number 67, C, carries -0.709; number 68, O, carries -0.338; number 69, P, carries 0.768; number 70, O, carries -0.544; number 71, O, carries -0.199; number 72, C, carries -0.614; number 73, O, carries -0.356; number 74, C, carries 0.475; number 75, H, carries 0.296; number 76, H, carries 0.283; number 77, H, carries 0.295; number 78, H, carries 0.332; number 79, H, carries 0.256; number 80, H, carries 0.192; number 81, H, carries -0.297; number 82, H, carries -0.017; number 83, H, carries 0.251; number 84, C, carries -0.293; number 85, O, carries -0.224; number 86, P, carries 1.037; number 87, O, carries -0.777; number 88, O, carries -0.205; number 89, C, carries -0.811; number 90, O, carries -0.303; number 91, C, carries -0.859; number 92, H, carries 0.035; number 93, H, carries 0.041; number 94, H, carries 0.416; number 95, H, carries 0.333; number 96, H, carries 0.311; number 97, H, carries 0.231; number 98, H, carries 0.330; number 99, H, carries 0.357

Question: What is the molecular weight in the second record?
Answer: 1781.17 g mol⁻¹

Question: Which of these has the highest DFT total energy?
Answer: C37H94F6LiO23

Question: Which value of DFT total energy does entry 1 give?
Answer: -103484.3924 eV